This record from OMol25 describes a structure of composition C5H9NSi in a non-equilibrium geometry. The level of theory is wB97M-V/def2-TZVPD.

Geometry (Å):
C  -1.62107  0.23442  -0.69356
C  -1.83312  -0.99245  -0.18184
C  -0.51931  0.93412  -0.05831
C  -0.73872  -1.48081  0.72576
C  0.53061  0.04304  0.58057
N  -0.54565  2.19698  -0.19536
Si  2.16161  0.04881  -0.43976
H  -2.38783  0.71074  -1.35056
H  -2.70668  -1.51884  -0.27653
H  -0.98064  -1.45720  1.79269
H  -0.29251  -2.49299  0.52959
H  0.62178  0.32683  1.57271
H  0.21902  2.71471  0.21212
H  2.78857  -1.20486  -0.88933
H  2.98046  1.00293  0.38901
H  2.32347  0.93457  -1.71719

Highest occupied orbital energy (eV): -9.339
E_tot (hartree): -540.0409
Max |F| (eV Å⁻¹): 5.15
Energy above the lowest of the compared OMol25 structures with the same formula, charge and spin (kJ/mol): 255.82